(1)
Formula: C3H7N2O2
Source: the OMol25 dataset
Level of theory: wB97M-V/def2-TZVPD

The geometry in XYZ format:
```
14
Properties=species:S:1:pos:R:3:forces:R:3:mulliken_charge:R:1
O 1.89531 0.91621 -0.42178 -0.571 0.117 -0.431 -0.52
O -1.74754 0.88405 0.55162 -1.108 1.384 0.022 -0.48
N 0.95554 -0.90903 0.59575 0.290 -1.097 -0.864 -0.14
N -0.92630 -1.01995 -0.62362 -0.248 3.130 1.139 -0.21
C 0.82253 0.51066 0.37066 -1.512 0.623 -0.937 -0.03
C 0.03973 -1.63752 0.02711 -1.513 1.430 -0.849 -0.15
C -0.87757 0.46800 -0.37177 3.718 0.101 -1.631 -0.10
H -1.05743 1.07522 -1.37841 1.079 -1.488 1.829 0.48
H 1.70902 1.69720 -0.98269 -0.030 -0.555 0.626 0.35
H 0.87842 0.96464 1.38624 -0.700 0.292 -0.833 0.33
H -0.03022 -2.66260 -0.00303 0.610 -2.393 0.384 0.45
H -1.92049 1.80648 0.23862 -0.480 -0.868 1.125 0.40
H -1.88082 -1.31904 -0.75959 0.163 -0.950 -0.163 0.32
H 1.85699 -1.35776 0.68555 0.301 0.273 0.583 0.30
```
Forces are in eV/Å.

Values from the calculation:
gap between HOMO and LUMO	0.393	Eh
SMILES string	O[C@@H]1NC=[NH+][C@H]1O
energy above the lowest of the compared OMol25 structures with the same formula, charge and spin	1.196	eV
maximum force	4.1	eV Å⁻¹
net charge	+1
HOMO energy	-14.58	eV

---

(2)
Formula: C29H22AuCl2N4O2
Source: the OMol25 dataset
Level of theory: wB97M-V/def2-TZVPD

The geometry in XYZ format:
```
60
Properties=species:S:1:pos:R:3:forces:R:3:mulliken_charge:R:1
Au -0.31731 0.02983 -0.52393 -0.165 0.208 0.271 0.60
Cl 0.05121 1.02883 4.14195 -0.033 -0.192 0.308 -0.28
Cl 0.05693 2.92570 -0.95429 0.143 0.703 -0.135 -0.24
O 2.52311 -0.17811 -3.84480 -0.796 0.180 -0.587 -0.47
O -4.35468 -0.53909 -1.75932 0.464 0.468 -0.941 -0.44
N 1.67877 -0.70063 -1.82340 -0.365 0.039 -0.902 -0.22
N -0.19477 0.78004 1.26920 -0.206 -0.667 0.627 -0.87
N -0.84294 -0.27229 -2.55951 -0.364 -0.407 -0.606 -0.15
N -2.44842 -0.92246 -0.61007 -0.617 -0.253 -1.243 -0.28
C 0.09356 -0.23607 -3.53343 -0.921 0.129 -0.298 0.52
C -2.15294 -0.47836 -2.90785 1.132 0.117 -0.731 0.29
C 5.07568 -0.39323 -0.21522 -0.039 -0.055 -0.022 -0.63
C 4.89054 0.84325 1.83862 0.013 0.069 0.034 -0.66
C -2.53883 -0.47555 -4.24432 -0.016 0.102 0.081 -0.54
C 0.79347 4.33866 1.21256 0.062 0.073 -0.011 -0.73
C -1.58890 -0.27165 -5.23394 0.234 -0.031 0.239 -0.48
C 3.66630 -0.44736 -3.04388 0.664 -0.100 0.365 -0.51
C -3.34361 -1.77120 1.52819 0.072 -0.042 -0.082 -0.19
C -3.01568 -3.45537 3.72290 -0.045 -0.053 0.054 -0.43
C 0.76512 3.52151 3.45703 0.012 -0.095 0.048 -0.57
C -2.98396 -0.68147 -1.76583 -0.602 -0.451 2.318 -0.05
C -2.02984 -3.36844 2.75570 0.047 -0.072 0.086 -0.73
C 0.13190 1.97558 1.61462 0.013 -0.311 -0.369 -0.57
C 1.43863 -0.34489 -3.03322 1.509 -0.482 1.376 -0.03
C -2.18923 -2.53072 1.66678 -0.013 0.040 -0.088 -0.05
C 3.72400 -0.18726 -0.47199 -0.039 0.011 0.055 -0.15
C -4.33731 -1.87331 2.49371 0.021 0.045 -0.156 -0.48
C -4.17369 -2.71002 3.58349 -0.154 0.033 0.098 -0.57
C 0.34106 2.30484 3.00034 0.048 0.305 0.306 0.49
C -4.76795 -0.75811 -0.41307 -0.203 -0.325 0.645 -0.48
C 5.65110 0.11971 0.93320 0.237 -0.067 -0.023 -0.51
C 2.98396 0.57939 0.41310 -0.139 -0.082 -0.188 0.85
C 3.09811 -0.88636 -1.65949 0.573 -0.108 -0.329 -0.09
C 0.36813 3.11452 0.76648 -0.004 0.230 -0.263 1.04
C -0.24169 -0.17595 -4.87358 -0.235 -0.063 0.024 -0.48
C 3.55623 1.08458 1.56826 0.102 0.022 0.103 -0.24
C 1.01842 4.55979 2.56496 0.119 0.417 0.014 -0.42
C -3.45564 -0.76454 0.41203 -0.485 0.247 0.054 0.52
H -1.11887 -3.93835 2.86759 0.090 -0.024 -0.029 0.38
H 5.33829 1.21256 2.75120 0.032 0.035 0.037 0.39
H 5.67177 -0.97936 -0.90461 0.079 -0.085 -0.021 0.35
H 3.26955 -1.96598 -1.50217 -0.066 0.243 -0.110 0.38
H 1.93498 0.74247 0.22730 -0.103 0.060 0.046 -0.36
H -5.45782 0.03858 -0.12574 0.089 -0.091 -0.080 0.31
H 2.94307 1.63814 2.26407 -0.110 0.110 0.022 0.30
H 0.53408 -0.08651 -5.61730 0.092 0.013 -0.051 0.48
H 4.24896 -1.23217 -3.53880 -0.046 0.160 0.082 0.26
H -3.28924 0.22029 0.87490 0.047 -0.076 -0.123 0.23
H 6.69608 -0.06878 1.13604 0.111 0.000 0.003 0.36
H -1.87465 -0.23158 -6.27503 -0.044 -0.034 -0.023 0.43
H 0.90369 3.66132 4.51974 0.034 0.004 0.107 0.37
H -2.88137 -4.08712 4.59000 0.019 -0.056 0.031 0.37
H 4.26842 0.46454 -2.96312 -0.100 -0.126 -0.027 0.37
H 0.95441 5.13674 0.50074 0.014 0.027 -0.091 0.36
H -5.23424 -1.27579 2.40089 -0.109 0.070 0.036 0.34
H -3.57475 -0.63551 -4.49637 -0.152 0.012 -0.001 0.48
H -1.40962 -2.43102 0.92923 0.114 0.032 -0.048 0.40
H -4.94581 -2.75921 4.33868 -0.059 -0.029 0.051 0.35
H -5.28552 -1.72546 -0.35653 0.068 0.113 -0.009 0.35
H 1.37973 5.51841 2.90730 -0.018 0.057 0.064 0.34
```
Forces are in eV/Å.

Values from the calculation:
gap between HOMO and LUMO	0.162	Eh
energy above the lowest of the compared OMol25 structures with the same formula, charge and spin	1.711	eV
maximum force	2.4	eV Å⁻¹
net charge	-1
HOMO energy	-2.29	eV

---

(3)
Formula: C19H17NOReS4
Source: the OMol25 dataset
Level of theory: wB97M-V/def2-TZVPD

The geometry in XYZ format:
```
43
Properties=species:S:1:pos:R:3:forces:R:3:mulliken_charge:R:1
Re 0.19560 -0.03139 -0.36196 -0.331 0.489 -1.316 1.00
S 2.60056 0.03220 -0.00097 0.082 0.213 0.294 -0.21
S 0.37351 2.26890 -0.80586 -0.263 -0.857 -0.083 -0.19
S -2.20543 -0.01280 -0.05094 0.307 0.350 -0.009 -0.19
S -0.40474 -0.32946 -2.62409 0.278 -0.265 0.537 -0.24
O 0.21239 -2.28902 0.05740 0.084 0.341 -0.114 -0.63
N 0.14024 0.50070 1.68150 0.020 -0.152 0.375 -0.13
C -4.07432 2.36404 -2.74932 0.001 -0.012 0.034 -0.70
C -3.74705 1.71947 -1.56576 -0.083 -0.055 0.098 -0.42
C 2.23886 4.07631 -0.04178 -0.030 -0.077 0.010 -0.79
C 4.52344 3.53779 0.50238 -0.022 0.014 -0.022 -0.65
C 1.29930 0.87156 3.72079 0.015 -0.019 -0.026 -1.09
C 0.16249 1.45830 4.25762 -0.009 -0.016 -0.085 -0.46
C 1.93804 2.72018 -0.16343 0.212 0.047 0.133 1.10
C 3.52064 4.47790 0.29748 0.008 -0.021 0.021 -0.66
C -2.18048 1.22895 1.30392 -0.063 -0.085 -0.044 -0.81
C -1.83111 0.70469 -2.66266 -0.243 0.163 0.106 0.51
C 4.23580 2.18677 0.38870 0.075 -0.128 0.066 -0.56
C -0.98904 1.54759 3.48806 0.077 -0.061 0.076 -0.95
C -2.19672 1.32795 -3.85179 0.065 -0.076 0.076 -0.62
C 2.94556 1.78483 0.07538 -0.091 0.113 -0.003 0.29
C -2.62185 0.91357 -1.52532 -0.072 -0.045 -0.147 0.59
C -0.97167 1.06592 2.19222 -0.118 0.072 0.094 0.69
C -3.30489 2.15966 -3.88652 -0.046 0.024 -0.021 -0.64
C 2.42564 -0.31721 1.80250 -0.019 -0.173 -0.219 -0.97
C 1.25702 0.38725 2.42738 0.066 0.115 0.154 0.90
H 0.51190 -2.81504 -0.70159 -0.042 -0.052 0.086 0.37
H 0.17506 1.84356 5.26840 -0.015 -0.007 0.000 0.47
H 5.01492 1.44718 0.53253 0.008 0.021 -0.006 0.50
H -4.94159 3.00862 -2.78197 0.000 -0.010 -0.020 0.43
H -3.57564 2.64867 -4.81252 0.017 -0.006 0.002 0.41
H 3.36552 -0.05163 2.28026 0.005 0.001 0.017 0.57
H -2.17397 2.21378 0.83250 0.030 -0.012 -0.043 0.45
H -1.59944 1.16020 -4.73832 -0.013 0.042 -0.014 0.46
H -3.09523 1.11049 1.88185 0.011 0.072 0.027 0.66
H 1.46159 4.80539 -0.23158 0.038 0.033 0.000 0.49
H 2.20746 0.78323 4.30110 -0.003 0.006 -0.009 0.51
H 3.74252 5.53260 0.38812 0.001 -0.004 -0.016 0.41
H -4.37548 1.83096 -0.69018 0.004 0.042 -0.019 0.45
H 5.53154 3.85360 0.73120 -0.005 0.001 0.018 0.43
H 2.29866 -1.40163 1.86414 0.037 0.019 0.046 0.40
H -1.88664 1.99347 3.89382 -0.020 -0.006 -0.046 0.50
H -0.62147 -2.68598 0.35089 0.045 -0.042 -0.012 0.34
```
Forces are in eV/Å.

Values from the calculation:
gap between HOMO and LUMO (spin up / spin down)	0.287 / 0.211	Eh
⟨S²⟩	3.779
energy above the lowest of the compared OMol25 structures with the same formula, charge and spin	0.000	eV
2S+1	4
maximum force	1.4	eV Å⁻¹
net charge	+2
HOMO energy (spin up / spin down)	-14.19 / -14.13	eV

---

(4)
Formula: C5H10O2
Source: the OMol25 dataset
Level of theory: wB97M-V/def2-TZVPD

The geometry in XYZ format:
```
17
Properties=species:S:1:pos:R:3:forces:R:3:mulliken_charge:R:1
O 1.05805 -0.91934 -0.78970 0.026 -0.055 0.035 -0.35
O -0.35562 0.43876 3.08714 0.163 -0.040 0.144 -0.49
C -1.23683 0.13705 0.93654 0.109 0.088 0.200 -0.33
C -0.18447 0.19477 1.75108 -0.172 -0.127 -0.429 -0.04
C -0.28368 -0.97774 -1.22216 -0.224 -0.089 -0.056 -0.48
C -1.22299 0.04054 -0.57035 0.028 0.057 -0.037 -0.61
C 1.68169 0.31522 -1.03122 0.143 0.220 -0.016 -0.75
H -1.01399 1.03490 -0.99149 -0.040 -0.127 0.051 0.25
H 0.50842 0.53848 3.49950 -0.140 -0.073 -0.012 0.34
H 2.73769 0.18606 -0.78002 -0.127 0.076 -0.083 0.21
H 1.59379 0.62456 -2.08392 0.016 -0.083 0.116 0.31
H -0.61561 -1.99762 -1.00607 0.051 0.139 0.044 0.31
H -2.20751 0.28064 1.40879 0.092 0.035 -0.071 0.31
H -2.23365 -0.20784 -0.91706 0.150 0.023 0.045 0.39
H 1.26446 1.11440 -0.39846 0.083 -0.074 -0.162 0.32
H -0.32981 -0.83488 -2.31683 0.033 -0.030 0.173 0.34
H 0.84007 0.03204 1.42423 -0.189 0.059 0.058 0.27
```
Forces are in eV/Å.

Values from the calculation:
gap between HOMO and LUMO	0.346	Eh
SMILES string	COCC/C=C/O
energy above the lowest of the compared OMol25 structures with the same formula, charge and spin	2.388	eV
maximum force	0.5	eV Å⁻¹
net charge	0
HOMO energy	-8.58	eV

---

(5)
Formula: C2H9N2S
Source: the OMol25 dataset
Level of theory: wB97M-V/def2-TZVPD

The geometry in XYZ format:
```
14
Properties=species:S:1:pos:R:3:forces:R:3:mulliken_charge:R:1
S -0.75701 -0.30718 -2.29111 0.156 -0.061 0.178 -0.73
N 1.80051 1.47969 1.54340 0.095 -0.448 0.466 -0.65
N -0.52704 0.64466 1.31590 -0.202 -0.318 0.544 -0.52
C -1.06716 -2.02077 -2.86700 -0.589 0.393 -0.026 -0.73
C 0.61333 0.86929 2.15586 -0.104 0.463 0.098 -0.46
H 1.58984 2.43439 1.29171 -0.024 0.006 -0.329 0.24
H 1.99885 0.94645 0.70668 0.129 0.251 -0.269 0.28
H -2.14313 -2.15872 -3.03953 0.073 -0.047 0.071 0.18
H -0.77021 -2.77315 -2.13084 0.204 -0.007 -0.181 0.18
H -0.36202 0.06980 0.49561 -0.089 0.141 -0.298 0.16
H 0.28719 1.55596 2.94278 0.105 -0.131 0.172 0.37
H -0.59592 -2.18614 -3.83731 0.248 -0.238 0.113 0.18
H 0.91257 -0.06403 2.64097 0.036 0.006 -0.154 0.29
H -0.97979 1.50974 1.07289 -0.037 -0.009 -0.385 0.21
```
Forces are in eV/Å.

Values from the calculation:
gap between HOMO and LUMO	0.229	Eh
energy above the lowest of the compared OMol25 structures with the same formula, charge and spin	0.505	eV
maximum force	0.7	eV Å⁻¹
net charge	-1
HOMO energy	-2.30	eV

---

(6)
Formula: C5H12S
Source: the OMol25 dataset
Level of theory: wB97M-V/def2-TZVPD

The geometry in XYZ format:
```
18
Properties=species:S:1:pos:R:3:forces:R:3:mulliken_charge:R:1
S 1.58983 0.55534 -2.26109 0.070 0.208 0.046 -0.19
C 1.39781 -1.14461 -0.04220 -0.251 -0.425 -0.434 -1.62
C -1.91677 1.27734 1.21750 0.183 0.272 -0.148 0.06
C -2.24005 0.66015 -0.11104 0.319 -0.287 0.361 -0.76
C -1.41694 0.61709 2.24635 0.472 -0.038 0.189 -0.85
C 2.31400 -0.68244 -1.17188 0.098 -0.639 0.245 -1.64
H 0.38017 -1.30917 -0.40485 0.021 0.183 -0.002 0.42
H 3.26969 -0.41850 -0.71141 -0.026 0.407 -0.290 0.37
H 2.16767 0.10580 -3.44726 -0.035 0.047 0.145 0.21
H -1.61508 -0.23026 -0.20568 -0.161 -0.025 -0.210 0.03
H -1.18366 1.13868 3.16518 -0.003 -0.034 0.084 0.26
H -2.01250 1.30979 -0.95449 -0.120 0.039 0.038 0.27
H 2.54111 -1.55122 -1.79723 -0.025 0.023 -0.069 0.65
H -1.09204 -0.41373 2.17636 -0.264 -0.149 0.015 0.25
H 1.37270 -0.46545 0.80735 0.000 0.054 0.032 0.46
H -3.28642 0.34103 -0.13338 0.024 0.161 -0.178 0.31
H -2.01352 2.34832 1.35951 -0.417 0.073 -0.180 0.35
H 1.74400 -2.13816 0.26829 0.114 0.131 0.356 0.42
```
Forces are in eV/Å.

Values from the calculation:
gap between HOMO and LUMO (spin up / spin down)	0.088 / 0.302	Eh
⟨S²⟩	0.751
energy above the lowest of the compared OMol25 structures with the same formula, charge and spin	0.019	eV
2S+1	2
maximum force	0.7	eV Å⁻¹
net charge	-1
HOMO energy (spin up / spin down)	1.04 / -4.85	eV

---

Q: Which of these has the highest maximum force?
A: C3H7N2O2